ORCA calculation (ωB97M-V/def2-TZVPD) on C32H25DyF4N7O4PS3 as an isolated structure at a distorted geometry.

Summary:
Expectation value of S²: 9.342
Total charge: -2
Highest occupied orbital energy (spin up / spin down), Ha: -0.062 / -0.062
Multiplicity: 6
Total energy, hartree: -4739.1930

XYZ file:
```
77
Properties=species:S:1:pos:R:3:mulliken_spin:R:1
Dy -0.34 1.03 0.92 4.95
C 3.25 -1.52 0.49 0.00
C 3.46 -0.06 0.48 0.00
N 2.60 0.89 0.55 0.02
C 3.14 2.12 0.35 0.00
C 4.50 2.12 0.32 0.00
S 5.16 0.59 0.50 0.00
C 2.17 3.25 0.26 0.00
C 2.43 4.42 -0.37 0.00
S 1.27 5.62 0.06 0.00
C 0.42 4.43 0.97 -0.01
N 0.98 3.21 0.98 0.01
C -0.87 4.83 1.69 0.00
H 3.77 -2.05 -0.26 0.00
H 2.11 -1.73 0.27 0.00
H 3.57 -1.86 1.51 0.00
H 5.05 3.02 0.43 0.00
H 3.37 4.69 -0.76 0.00
H -0.74 5.27 2.65 0.00
H -1.57 3.90 1.81 0.00
H -1.46 5.46 0.96 0.00
S -2.51 1.54 2.44 0.00
C -4.63 -0.58 2.33 0.00
N -5.12 -0.91 3.34 0.00
C 1.65 1.58 3.54 0.00
O 0.60 1.02 2.87 0.01
H 1.72 1.17 4.55 0.00
H 1.68 2.78 3.69 0.00
H 2.64 1.35 3.09 0.00
F -5.21 0.08 -1.67 0.00
C -3.97 -0.05 -2.21 0.00
C -3.94 -0.76 -3.45 0.00
F -5.11 -1.12 -4.00 0.00
C -2.75 -0.93 -4.19 0.00
C -1.61 -0.57 -3.49 0.00
C -1.56 -0.09 -2.21 -0.01
F 0.05 1.53 -1.46 0.01
C -2.80 0.29 -1.55 0.00
C -2.73 1.02 -0.25 -0.01
C -2.50 2.38 -0.49 0.02
N -2.15 3.46 -0.62 0.00
C -3.23 0.70 1.05 0.00
N -4.13 -0.21 1.18 0.00
F -0.42 -0.70 -4.15 0.00
C -2.86 -1.36 -5.56 0.00
C -3.93 -0.98 -6.41 0.00
N -4.77 -0.53 -7.09 0.00
C -1.78 -2.19 -6.16 0.00
N -0.89 -2.72 -6.66 0.00
C -0.28 0.08 -1.50 0.01
C 0.95 -0.49 -2.12 -0.02
C 2.08 0.22 -2.56 0.00
C 3.16 -0.42 -3.08 0.00
C 3.27 -1.85 -3.07 0.00
C 2.24 -2.62 -2.52 0.00
C 1.12 -1.91 -2.08 0.00
H 2.03 1.29 -2.56 0.00
H 3.98 0.15 -3.36 0.00
H 4.26 -2.24 -3.41 0.00
H 2.22 -3.69 -2.52 0.00
H 0.28 -2.38 -1.51 0.00
C 1.08 -4.29 3.63 0.00
O 0.48 -3.53 2.60 0.00
P 0.46 -1.84 2.91 0.00
O -0.30 -1.41 1.48 0.02
C -1.52 -2.17 1.06 0.00
O -0.71 -2.00 3.95 0.00
C -1.21 -0.95 4.84 0.00
H 2.14 -3.94 3.79 0.00
H 1.18 -5.25 3.30 0.00
H 0.56 -4.34 4.55 0.00
H -1.83 -1.76 0.10 0.00
H -2.38 -1.96 1.77 0.00
H -1.26 -3.23 1.05 0.00
H -1.84 -0.38 4.15 0.00
H -0.36 -0.45 5.29 0.00
H -1.79 -1.50 5.55 0.00
```

=====

ORCA calculation (ωB97M-V/def2-TZVPD) on C32H25F3GaNP2S2 as an isolated structure.

Summary:
Expectation value of S²: 0.756
Total charge: +1
Highest occupied orbital energy (spin up / spin down), Ha: -0.355 / -0.397
Multiplicity: 2
Energy above the lowest of the compared OMol25 structures with the same formula, charge and spin, kcal per mole: 20.6
Total energy, hartree: -4992.3974

XYZ file:
```
66
Properties=species:S:1:pos:R:3:mulliken_spin:R:1
Ga 0.46 -3.14 -0.44 0.10
F -2.23 -7.61 -0.78 0.00
C -2.94 -6.84 0.05 0.02
F -2.44 -7.01 1.28 0.00
F -4.20 -7.29 0.05 0.00
C -2.88 -5.39 -0.37 -0.03
C -4.04 -4.71 -0.72 0.00
C -3.97 -3.37 -1.09 0.00
C -2.74 -2.75 -1.11 0.00
N -1.62 -3.41 -0.79 0.02
C -1.67 -4.71 -0.41 0.01
S -0.09 -5.34 -0.02 0.08
H -4.99 -5.23 -0.69 0.00
H -4.86 -2.82 -1.37 0.00
H -2.63 -1.72 -1.39 0.00
S 3.33 -4.46 0.10 0.32
C 2.47 -3.33 -0.52 0.48
C 1.61 0.55 -1.22 0.03
P 0.65 -0.66 -0.26 -0.05
C -1.01 0.08 -0.14 -0.01
C -1.56 0.48 -1.37 0.00
C -2.84 0.99 -1.45 0.00
C -3.62 1.10 -0.31 0.00
C -3.10 0.70 0.91 0.00
C -1.80 0.20 1.00 0.00
C 1.50 -0.90 1.33 0.02
C 2.90 -0.83 1.29 0.04
C 3.65 -1.12 2.42 0.02
C 3.02 -1.51 3.59 0.00
C 1.64 -1.61 3.63 0.01
C 0.88 -1.32 2.51 -0.03
P 2.38 1.94 -0.23 0.00
C 2.60 3.16 -1.57 0.00
C 2.72 2.83 -2.92 0.00
C 2.97 3.82 -3.87 0.00
C 3.11 5.14 -3.48 0.00
C 3.00 5.48 -2.14 0.00
C 2.76 4.50 -1.19 0.00
C 0.93 2.62 0.65 0.00
C -0.11 3.30 0.02 0.00
C -1.17 3.80 0.76 0.00
C -1.19 3.64 2.14 0.00
C -0.16 2.97 2.78 0.00
C 0.90 2.47 2.03 0.00
H 0.95 0.92 -2.00 0.01
H 2.42 0.01 -1.72 -0.01
H -0.99 0.38 -2.28 0.00
H -3.23 1.30 -2.41 0.00
H -4.62 1.50 -0.37 0.00
H -3.69 0.79 1.81 0.00
H -1.43 -0.06 1.97 0.00
H 3.41 -0.54 0.38 -0.01
H 4.73 -1.04 2.37 0.00
H 3.61 -1.73 4.47 0.00
H 1.14 -1.93 4.54 0.00
H -0.19 -1.44 2.58 0.00
H 2.63 1.81 -3.25 0.00
H 3.06 3.54 -4.91 0.00
H 3.30 5.90 -4.22 0.00
H 3.11 6.51 -1.83 0.00
H 2.68 4.78 -0.15 0.00
H -0.09 3.44 -1.06 0.00
H -1.97 4.33 0.26 0.00
H -2.01 4.05 2.72 0.00
H -0.17 2.86 3.85 0.00
H 1.72 1.97 2.53 0.00
```

=====

ORCA calculation (ωB97M-V/def2-TZVPD) on C32H25I2MnN2O2P as an isolated structure at a distorted geometry.

Summary:
Expectation value of S²: 0.817
Total charge: 0
Highest occupied orbital energy (spin up / spin down), Ha: -0.262 / -0.248
Multiplicity: 2
Energy above the lowest of the compared OMol25 structures with the same formula, charge and spin, kcal per mole: 0.0
Total energy, hartree: -3582.1120

XYZ file:
```
65
Properties=species:S:1:pos:R:3:mulliken_spin:R:1
Mn -1.83 -0.07 -0.61 1.06
I 0.98 5.72 3.39 0.00
C -0.08 4.45 2.11 0.00
C -0.14 4.72 0.76 0.00
C -0.81 3.86 -0.09 0.00
I -0.84 4.25 -2.14 0.00
C -1.46 2.70 0.37 -0.01
O -2.14 1.92 -0.40 0.00
C -1.39 2.46 1.77 0.02
C -2.19 1.33 2.31 0.00
N -1.96 0.03 1.64 0.01
C -3.19 -0.77 1.55 0.04
C -2.92 -2.06 0.83 -0.03
C -2.77 -3.25 1.53 -0.01
C -2.65 -4.43 0.81 0.00
C -2.66 -4.37 -0.58 0.00
C -2.72 -3.13 -1.20 0.00
N -2.85 -2.00 -0.50 0.03
C -0.70 3.31 2.61 0.00
H 0.34 5.60 0.35 0.00
H -3.26 1.55 2.19 0.00
H -2.01 1.23 3.39 0.00
H -1.25 -0.50 2.13 -0.01
H -3.91 -0.19 0.96 0.01
H -3.65 -0.99 2.52 0.00
H -2.78 -3.25 2.61 0.00
H -2.56 -5.38 1.32 0.00
H -2.58 -5.27 -1.18 0.00
H -2.65 -3.02 -2.27 0.00
H -0.66 3.09 3.68 0.00
O -2.58 0.30 -2.71 0.01
C -1.42 0.27 -2.34 -0.04
C -0.19 0.63 -3.04 -0.01
C -0.07 1.11 -4.34 -0.01
C 1.18 1.47 -4.79 0.00
C 2.30 1.37 -3.96 -0.01
C 2.18 0.89 -2.67 0.01
C 0.93 0.51 -2.20 -0.04
P 0.45 -0.23 -0.59 -0.03
C 1.39 -1.81 -0.60 0.00
C 2.78 -1.86 -0.65 0.00
C 3.44 -3.07 -0.67 0.00
C 2.72 -4.26 -0.61 0.00
C 1.34 -4.22 -0.54 0.00
C 0.68 -3.00 -0.53 0.01
C 1.41 0.68 0.67 0.01
C 1.64 0.06 1.90 0.00
C 2.29 0.73 2.92 0.00
C 2.74 2.03 2.71 0.00
C 2.52 2.65 1.49 0.00
C 1.85 1.98 0.47 0.00
H -0.95 1.20 -4.96 0.00
H 1.31 1.85 -5.80 0.00
H 3.27 1.67 -4.33 0.00
H 3.06 0.83 -2.04 0.00
H 3.35 -0.94 -0.66 0.00
H 4.52 -3.10 -0.71 0.00
H 3.24 -5.21 -0.62 0.00
H 0.77 -5.14 -0.49 0.00
H -0.40 -2.96 -0.47 -0.01
H 1.32 -0.97 2.05 0.00
H 2.47 0.24 3.86 0.00
H 3.25 2.56 3.51 0.00
H 2.85 3.67 1.34 0.00
H 1.67 2.49 -0.46 0.00
```

=====

ORCA calculation (ωB97M-V/def2-TZVPD) on C32H25N9O4STl as an isolated structure.

Summary:
Total charge: -1
Highest occupied orbital energy, Ha: -0.163
Energy above the lowest of the compared OMol25 structures with the same formula, charge and spin, kcal per mole: 90.6
Total energy, hartree: -2598.7999

XYZ file:
```
72
Properties=species:S:1:pos:R:3:mulliken_charge:R:1
Tl 0.40 1.10 -1.63 0.80
C -4.76 3.47 -1.61 -1.01
O -3.63 3.05 -0.89 -0.38
C -3.78 1.98 -0.07 0.32
C -4.97 1.45 0.29 -0.67
C -5.03 0.27 1.11 -0.90
C -3.89 -0.33 1.50 -1.39
C -2.59 0.22 1.18 1.09
C -1.52 -0.60 1.54 -0.03
N -0.20 -0.46 1.56 1.74
N 1.59 0.80 2.27 0.26
C 2.90 0.82 1.85 -0.03
O 3.21 0.72 0.69 -0.61
C 3.90 0.87 2.97 0.65
C 3.55 0.71 4.30 0.04
C 4.53 0.72 5.28 -0.87
C 5.87 0.89 4.93 -0.35
C 6.22 1.04 3.59 -0.62
C 5.24 1.03 2.61 -0.50
C -2.50 1.44 0.41 1.11
O -1.45 2.02 0.11 -0.77
H -4.40 4.19 -2.35 0.27
H -5.24 2.64 -2.12 0.40
H -5.49 3.97 -0.95 0.35
H -5.90 1.88 -0.07 0.40
H -5.99 -0.14 1.39 0.35
H -3.92 -1.24 2.10 0.33
H -1.80 -1.59 1.86 0.35
H 2.52 0.55 4.58 0.23
H 4.26 0.58 6.32 0.40
H 6.63 0.89 5.69 0.40
H 7.26 1.15 3.31 0.40
H 5.48 1.12 1.56 0.50
N 1.61 -4.07 -2.93 -0.47
C 1.79 -2.98 -2.11 0.23
S 2.47 -1.57 -2.73 -0.45
N 1.49 -3.23 -0.83 -1.07
N 1.08 -2.27 -0.06 0.75
C 1.20 -2.47 1.24 0.26
C 1.98 -3.61 1.81 -0.38
C 3.10 -3.35 2.59 0.14
C 3.86 -4.38 3.11 -0.83
C 3.51 -5.70 2.86 -0.34
C 2.39 -5.97 2.08 -0.80
C 1.63 -4.93 1.56 0.11
C 0.56 -1.56 2.14 -0.99
C 0.50 -1.68 3.49 -0.47
C -0.05 -0.67 4.35 -0.73
C -0.12 0.65 4.11 -1.03
C 0.49 1.36 2.97 -0.09
N 0.40 0.84 1.55 -0.53
H 1.69 -3.86 -3.91 0.23
H 0.91 -4.73 -2.65 0.22
H 3.39 -2.32 2.77 0.47
H 4.74 -4.16 3.71 0.41
H 4.10 -6.51 3.26 0.37
H 2.11 -7.00 1.88 0.35
H 0.77 -5.14 0.94 0.44
H 0.86 -2.60 3.95 0.56
H -0.42 -1.00 5.31 0.39
H -0.62 1.30 4.82 0.41
H 0.46 2.44 3.00 0.54
N -3.68 -1.46 -2.37 -0.39
C -2.68 -0.54 -2.61 0.43
O -1.70 -0.51 -1.85 -0.47
C -2.89 0.35 -3.72 0.47
C -1.94 1.37 -3.96 -0.01
N -1.15 2.19 -4.13 -0.70
C -4.01 0.21 -4.56 -0.11
N -4.92 0.07 -5.26 -0.62
H -3.44 -2.20 -1.73 0.26
H -4.36 -1.65 -3.08 0.20
```

=====

ORCA calculation (ωB97M-V/def2-TZVPD) on C32H25N9O4STl as an isolated structure at a distorted geometry.

Summary:
Total charge: -1
Highest occupied orbital energy (spin up / spin down), Ha: -0.164 / -0.162
Energy above the lowest of the compared OMol25 structures with the same formula, charge and spin, kcal per mole: 45.1
Total energy, hartree: -2598.8724

XYZ file:
```
72
Properties=species:S:1:pos:R:3:mulliken_charge:R:1
Tl 0.29 1.58 0.44 1.04
C -1.27 5.88 -2.04 -0.55
O -1.37 5.68 -3.49 -0.50
C -1.78 4.42 -3.72 0.73
C -1.99 3.91 -4.95 -0.97
C -2.27 2.50 -5.14 -0.42
C -1.87 1.48 -4.34 -0.93
C -1.02 1.56 -3.18 1.33
C -0.23 0.44 -2.87 -1.10
N 0.64 0.40 -1.88 0.55
N 1.29 -0.74 -1.76 -0.77
C 2.19 -0.66 -0.76 -0.04
O 2.44 0.33 -0.03 -0.71
C 2.95 -1.94 -0.50 0.61
C 3.83 -1.99 0.58 -0.43
C 4.55 -3.15 0.85 -0.65
C 4.40 -4.27 0.04 -0.40
C 3.54 -4.22 -1.05 -0.67
C 2.82 -3.06 -1.32 -0.10
C -0.90 2.79 -2.38 0.40
O 0.06 3.05 -1.68 -0.76
H -1.56 6.91 -1.82 0.39
H -3.21 5.20 -1.84 0.54
H -0.25 5.69 -1.70 0.32
H -1.90 4.56 -5.82 0.45
H -2.75 2.23 -6.07 0.34
H -2.08 0.47 -4.69 0.28
H -0.32 -0.45 -3.50 0.33
H 3.93 -1.11 1.19 0.44
H 5.22 -3.18 1.70 0.39
H 4.96 -5.17 0.25 0.40
H 3.42 -5.09 -1.69 0.39
H 2.13 -3.01 -2.16 0.42
N -3.07 -1.10 -1.40 -0.44
C -2.25 -0.58 -0.42 -0.10
S -2.54 1.04 0.06 -0.16
N -1.38 -1.45 0.05 -1.08
N -0.51 -0.92 0.91 0.99
C 0.01 -1.69 1.80 -0.18
C -0.31 -3.15 1.92 -0.52
C -0.78 -3.67 3.12 0.09
C -1.07 -5.03 3.23 -0.79
C -0.86 -5.88 2.15 -0.37
C -0.38 -5.35 0.95 -0.82
C -0.11 -4.00 0.83 0.01
C 0.98 -1.07 2.77 0.86
C 1.86 -1.88 3.50 -0.57
C 2.75 -1.29 4.38 -0.59
C 2.75 0.09 4.53 -0.62
C 1.84 0.82 3.77 -0.30
N 0.97 0.26 2.93 -0.36
H -3.55 -0.42 -1.96 0.28
H -2.73 -1.93 -1.86 0.26
H -0.94 -3.01 3.96 0.47
H -1.45 -5.43 4.17 0.38
H -1.08 -6.94 2.24 0.39
H -0.22 -6.01 0.10 0.38
H 0.25 -3.58 -0.10 0.55
H 1.85 -2.95 3.35 0.52
H 3.44 -1.90 4.95 0.42
H 3.44 0.59 5.20 0.40
H 1.81 1.90 3.84 0.41
N -1.86 4.26 2.27 -0.47
C -1.41 4.48 0.96 0.87
O -0.16 4.53 0.79 -0.69
C -2.41 4.62 -0.04 0.30
C -2.24 4.85 -1.51 0.24
N -2.00 3.71 -2.52 0.12
C -3.76 4.63 0.40 -1.02
N -4.87 4.62 0.76 -0.72
H -1.15 3.96 2.90 0.28
H -2.77 3.83 2.39 0.22
```

=====

ORCA calculation (ωB97M-V/def2-TZVPD) on C32H26CoN4O3STe as an isolated structure at a distorted geometry.

Summary:
Expectation value of S²: 0.758
Total charge: -2
Highest occupied orbital energy (spin up / spin down), Ha: -0.021 / -0.026
Multiplicity: 2
Total energy, hartree: -3728.7135

XYZ file:
```
68
Properties=species:S:1:pos:R:3:mulliken_spin:R:1
Co -0.06 0.48 -0.19 0.99
C -1.41 0.53 -4.19 0.00
O -0.13 0.57 -4.82 0.00
C 1.02 0.20 -4.14 0.00
C 2.05 -0.21 -4.98 0.00
C 3.28 -0.60 -4.46 0.00
C 3.47 -0.57 -3.09 0.00
C 2.46 -0.16 -2.21 -0.02
C 2.78 -0.18 -0.80 0.01
N 1.98 0.22 0.11 0.02
N 2.30 0.11 1.42 -0.01
C 1.22 0.23 2.17 0.01
O 0.03 0.39 1.71 -0.01
C 1.37 0.14 3.63 0.00
C 0.24 0.10 4.44 0.00
C 0.36 0.01 5.82 0.00
C 1.62 -0.04 6.41 0.00
C 2.75 -0.01 5.60 0.00
C 2.63 0.07 4.23 0.00
C 1.19 0.24 -2.73 0.00
O 0.22 0.70 -1.99 0.03
H -2.13 0.63 -5.01 0.00
H -1.55 1.35 -3.49 0.00
H -1.58 -0.40 -3.66 0.00
H 1.86 -0.23 -6.05 0.00
H 4.08 -0.91 -5.12 0.00
H 4.43 -0.86 -2.67 0.00
H 3.75 -0.60 -0.50 0.02
H -0.74 0.14 3.96 0.00
H -0.53 -0.02 6.44 0.00
H 1.71 -0.10 7.49 0.00
H 3.73 -0.06 6.06 0.00
H 3.50 0.09 3.58 0.00
Te -2.85 0.45 1.17 0.03
C -4.84 0.58 0.47 0.00
C -5.40 0.01 -0.65 0.00
C -6.79 0.27 -0.82 0.00
C -7.32 1.03 0.18 0.00
S -6.09 1.45 1.32 0.00
H -4.81 -0.58 -1.33 0.00
H -7.37 -0.12 -1.65 0.00
H -8.33 1.38 0.31 0.00
N 0.66 6.74 0.13 0.00
C 0.51 5.35 0.08 0.00
C 1.28 4.56 -0.77 0.00
C 1.07 3.20 -0.80 0.00
N 0.17 2.57 -0.05 -0.02
C -0.52 3.31 0.82 0.00
C -0.39 4.68 0.92 0.00
H 0.99 7.13 -0.74 0.00
H -0.18 7.21 0.44 0.00
H 2.02 5.01 -1.42 0.00
H 1.64 2.57 -1.48 0.00
H -1.22 2.78 1.45 0.00
H -0.99 5.24 1.63 0.00
C -0.26 -1.40 -0.34 -0.05
C -0.09 -2.61 -0.30 -0.01
C 0.08 -4.02 -0.23 0.00
C 1.12 -4.66 -0.92 0.00
C 1.29 -6.03 -0.85 0.00
C 0.42 -6.81 -0.09 0.00
C -0.60 -6.19 0.61 0.00
C -0.77 -4.82 0.55 0.00
H 1.80 -4.05 -1.50 0.00
H 2.11 -6.50 -1.38 0.00
H 0.54 -7.89 -0.05 0.00
H -1.27 -6.79 1.23 0.00
H -1.57 -4.33 1.11 0.00
```

=====

ORCA calculation (ωB97M-V/def2-TZVPD) on C32H26F5N3OPRh as an isolated structure at a distorted geometry.

Summary:
Total charge: +2
Highest occupied orbital energy (spin up / spin down), Ha: -0.524 / -0.524
Energy above the lowest of the compared OMol25 structures with the same formula, charge and spin, kcal per mole: 40.7
Total energy, hartree: -2425.1969

XYZ file:
```
69
Properties=species:S:1:pos:R:3:nbo_charge:R:1
Rh 0.56 -0.28 -1.05 0.85
C -3.83 -0.93 -2.62 -0.70
C -2.33 -0.99 -2.59 0.72
O -1.70 -0.48 -1.66 -0.67
N -1.74 -1.64 -3.60 -0.57
C -0.31 -1.90 -3.66 -0.25
C 0.08 -2.94 -2.64 0.22
C -0.11 -4.30 -2.87 -0.22
C 0.25 -5.21 -1.89 -0.11
C 0.74 -4.74 -0.68 -0.22
C 0.87 -3.37 -0.52 0.04
N 0.56 -2.51 -1.48 -0.55
H -4.15 0.03 -3.03 0.27
H -4.20 -1.00 -1.60 0.26
H -4.25 -1.73 -3.22 0.24
H -2.31 -2.01 -4.34 0.43
H 0.24 -0.97 -3.44 0.21
H -0.06 -2.22 -4.67 0.26
H -0.53 -4.63 -3.81 0.24
H 0.14 -6.27 -2.06 0.25
H 1.02 -5.41 0.11 0.25
H 1.21 -2.97 0.43 0.20
N 2.62 -0.90 0.24 -0.81
C 2.48 -0.88 1.65 0.22
C 3.44 -1.47 2.47 -0.24
C 3.33 -1.39 3.85 -0.14
C 2.25 -0.73 4.43 -0.19
C 1.27 -0.17 3.63 -0.16
C 1.37 -0.25 2.24 -0.44
P 0.00 0.32 1.19 1.36
C -0.01 2.13 1.15 -0.44
C 0.75 2.95 1.98 -0.13
C 0.64 4.32 1.86 -0.21
C -0.19 4.88 0.90 -0.16
C -0.94 4.07 0.06 -0.20
C -0.85 2.69 0.18 -0.20
C -1.52 -0.17 2.05 -0.44
C -2.30 0.76 2.73 -0.11
C -3.46 0.35 3.35 -0.21
C -3.85 -0.98 3.29 -0.14
C -3.06 -1.91 2.62 -0.20
C -1.90 -1.51 1.99 -0.17
H 3.22 -1.67 -0.05 0.41
H 3.05 -0.04 -0.09 0.43
H 4.29 -1.94 2.02 0.23
H 4.09 -1.83 4.47 0.25
H 2.17 -0.67 5.50 0.25
H 0.40 0.30 4.07 0.24
H 1.43 2.51 2.71 0.22
H 1.21 4.96 2.52 0.24
H -0.24 5.95 0.79 0.24
H -1.58 4.51 -0.69 0.24
H -1.43 2.04 -0.47 0.23
H -2.00 1.80 2.77 0.23
H -4.07 1.06 3.89 0.24
H -4.77 -1.30 3.76 0.24
H -3.37 -2.94 2.58 0.24
H -1.29 -2.21 1.45 0.21
F 2.77 1.94 -0.01 -0.33
C 2.21 2.37 -1.17 0.31
C 1.45 1.47 -1.92 -0.38
C 0.93 2.00 -3.10 0.36
F 0.15 1.22 -3.87 -0.33
C 1.12 3.32 -3.51 0.26
F 0.58 3.74 -4.64 -0.27
C 1.87 4.18 -2.71 0.33
F 2.01 5.45 -3.03 -0.25
C 2.43 3.69 -1.52 0.27
F 3.13 4.48 -0.72 -0.27
```